[1]
19
Properties=species:S:1:pos:R:3 method="wB97M-V/def2-TZVPD" homo_energy_ev=-9.2 fmax_ev_per_a=5.97 total_energy_ev=-19955.9401 orbital_gap_ev=9.74
C 1.08 0.99 0.22
C -0.14 1.07 -0.38
C 0.39 -1.01 1.56
C -0.80 -1.19 1.05
C 1.51 -0.28 0.90
C -1.26 -0.59 -0.27
C -0.89 -1.37 -1.53
N 1.62 2.18 0.19
N -0.41 2.27 -0.75
N 0.72 2.90 -0.49
I -3.28 -0.02 -0.17
H 0.57 -1.60 2.47
H -1.69 -1.54 1.63
H 2.13 -1.05 0.42
H 2.08 0.18 1.76
H -1.15 -0.75 -2.50
H -1.60 -2.32 -1.59
H 0.21 -1.64 -1.63
H 0.91 3.77 -0.89

[2]
13
Properties=species:S:1:pos:R:3 method="wB97M-V/def2-TZVPD" smiles="[H]/N=C/N.CO" homo_energy_ev=-9.6 fmax_ev_per_a=3.16 total_energy_ev=-7229.9163 orbital_gap_ev=10.34
C 1.69 -0.78 0.67
O 1.42 0.07 1.86
H 2.23 -0.22 -0.15
H 0.77 -1.17 0.14
H 2.27 -1.68 1.11
N -0.74 1.59 -1.06
C -1.32 0.45 -1.14
N -2.19 -0.06 -0.06
H 1.30 0.92 1.52
H 0.07 1.70 -1.80
H -1.23 -0.31 -1.93
H -2.29 0.59 0.69
H -2.00 -1.09 0.16

[3]
71
Properties=species:S:1:pos:R:3 method="wB97M-V/def2-TZVPD" smiles="CC[C@@]1(CCCOC)C(=O)OC[C@H]1F.CCCCCC.CCCCCC" homo_energy_ev=-10.1 fmax_ev_per_a=0.20 total_energy_ev=-32404.2570 orbital_gap_ev=10.74
C -0.36 -1.37 -2.56
C -1.05 -2.72 -2.82
C -0.10 -3.94 -2.91
C 0.74 -4.03 -1.64
C 1.63 -5.27 -1.46
C 2.91 -5.32 -2.32
O 3.35 -4.05 -2.76
C 4.10 -3.35 -1.79
C -1.02 -5.15 -3.03
O -1.54 -5.77 -2.15
O -1.25 -5.45 -4.33
C -0.44 -4.62 -5.18
C 0.60 -3.98 -4.27
F 0.94 -2.74 -4.76
H 0.71 -1.42 -2.75
H -0.76 -0.60 -3.20
H -0.49 -1.08 -1.52
H -1.65 -2.66 -3.73
H -1.75 -2.94 -2.01
H 0.03 -4.03 -0.81
H 1.34 -3.13 -1.55
H 1.90 -5.32 -0.40
H 1.04 -6.17 -1.65
H 3.71 -5.80 -1.75
H 2.76 -5.92 -3.21
H 3.51 -3.15 -0.89
H 4.40 -2.41 -2.23
H 4.99 -3.92 -1.50
H 0.00 -5.25 -5.95
H -1.06 -3.86 -5.66
H 1.51 -4.57 -4.24
C -1.88 -1.36 1.19
C -2.79 -0.33 0.52
C -2.24 1.09 0.57
C -2.03 1.65 1.98
C -3.28 1.65 2.86
C -4.42 2.50 2.30
H -1.75 -1.16 2.25
H -2.28 -2.37 1.09
H -0.88 -1.35 0.73
H -3.78 -0.37 0.98
H -2.93 -0.61 -0.53
H -2.91 1.75 0.01
H -1.28 1.12 0.04
H -1.66 2.67 1.89
H -1.24 1.08 2.48
H -3.01 2.03 3.85
H -3.63 0.63 3.01
H -4.09 3.53 2.15
H -5.27 2.51 2.98
H -4.77 2.12 1.34
C 1.82 7.52 2.80
C 1.13 6.51 1.89
C 0.24 5.53 2.64
C 0.96 4.66 3.68
C 2.13 3.85 3.12
C 1.72 2.87 2.03
H 2.49 7.04 3.51
H 2.41 8.24 2.23
H 1.08 8.09 3.38
H 1.89 5.97 1.32
H 0.52 7.05 1.16
H -0.27 4.88 1.91
H -0.56 6.08 3.15
H 0.23 3.98 4.12
H 1.32 5.29 4.49
H 2.58 3.29 3.95
H 2.91 4.52 2.75
H 0.94 2.20 2.39
H 2.56 2.27 1.69
H 1.32 3.40 1.15

[4]
10
Properties=species:S:1:pos:R:3 method="wB97M-V/def2-TZVPD" homo_energy_ev=-14.7 fmax_ev_per_a=5.01 total_energy_ev=-15538.7375 orbital_gap_ev=7.80 charge=+1
C -0.09 0.70 -0.03
C -0.19 -0.75 -0.05
C 1.03 1.46 0.07
C 0.87 -1.54 0.04
O 2.30 0.95 -0.05
P 2.83 -0.49 0.01
H -1.03 1.35 -0.01
H -1.07 -1.30 -0.08
H 0.89 2.55 0.25
H 0.86 -2.66 0.08

[5]
10
Properties=species:S:1:pos:R:3 method="wB97M-V/def2-TZVPD" multiplicity=3 homo_energy_ev="-6.3 / -9.7" fmax_ev_per_a=5.45 s_squared=2.019 total_energy_ev=-25310.8218 orbital_gap_ev="6.67 / 6.69"
C -2.43 1.03 -0.52
C 2.24 -0.53 0.31
N -1.50 0.25 -0.97
S -2.87 0.43 1.07
S -1.26 -0.71 0.37
H -3.11 1.63 -1.25
H 1.60 -0.23 1.09
H 1.72 -1.35 -0.15
H 3.23 -0.81 0.54
H 2.38 0.28 -0.49

[6]
16
Properties=species:S:1:pos:R:3 method="wB97M-V/def2-TZVPD" homo_energy_ev=-6.9 fmax_ev_per_a=1.62 total_energy_ev=-7388.2631 orbital_gap_ev=4.05
C 1.30 0.06 -0.11
C 0.15 -0.79 -0.61
C -1.79 1.59 -0.59
O 2.87 -0.76 1.80
C -1.88 0.50 0.17
C -1.12 -0.69 0.05
H 1.02 1.09 0.13
H 2.12 0.15 -0.82
H 1.83 -0.31 0.88
H 0.47 -1.82 -0.77
H -0.06 -0.40 -1.61
H -1.07 1.81 -1.36
H -2.49 2.39 -0.37
H -1.65 -1.58 0.39
H -2.78 0.43 0.77
H 3.08 -1.67 2.04